No. 1
The following is a DFT calculation (ωB97M-V/def2-TZVPD) of a molecular structure, C2H8N2O2 in a non-equilibrium geometry.

As for the spin multiplicity: 1. Its highest occupied orbital energy is -8.9 eV. The HOMO-LUMO gap is 9.690 eV. As for the total energy: -340.799123 hartree. The calculation puts the energy relative to the best compared isomer or geometry (same formula, charge and spin) at 145.1 kcal per mole.

XYZ file:
```
14
Properties=species:S:1:pos:R:3:forces:R:3:nbo_charge:R:1
C 0.613 -0.848 0.141 -5.06 -1.22 1.66 0.09
C 0.075 1.444 -0.223 -0.38 0.27 -0.38 -0.46
N 0.763 0.474 0.588 3.71 -0.53 -1.57 -0.11
N -1.955 -0.843 -0.165 0.22 0.01 -0.46 -0.55
O -0.926 -1.113 0.760 2.19 -0.25 -0.66 -0.48
O 2.305 0.302 -0.147 -1.47 1.34 1.35 -0.68
H 2.858 0.313 0.652 -0.17 0.08 -0.20 0.47
H -2.694 -0.399 0.377 0.12 -0.20 -0.03 0.34
H -2.295 -1.748 -0.491 -0.08 0.17 0.18 0.34
H 0.511 -1.040 -0.929 0.16 0.15 0.13 0.18
H 1.134 -1.595 0.731 0.17 0.27 -0.25 0.20
H -1.010 1.296 -0.065 0.58 0.13 0.12 0.24
H 0.376 2.452 0.067 -0.06 -0.16 0.04 0.21
H 0.244 1.303 -1.296 0.09 -0.05 0.07 0.20
```
Positions in Å, forces in eV/Å.

***

No. 2
The following is a DFT calculation (ωB97M-V/def2-TZVPD) of 2 unconnected molecules or ions with the total composition C4H11NOS in a non-equilibrium geometry.

As for the spin multiplicity: 1. Its highest occupied orbital energy (spin up / spin down) is -7.0 / -7.0 eV. The HOMO-LUMO gap (spin up / spin down) is 7.462 / 7.463 eV. As for the total energy: -687.098924 hartree. The calculation puts the energy relative to the best compared isomer or geometry (same formula, charge and spin) at 69.3 kcal per mole.

XYZ file:
```
18
Properties=species:S:1:pos:R:3:forces:R:3:nbo_charge:R:1
C 1.415 1.469 0.535 -0.13 0.05 -0.10 -0.68
C 0.381 -0.778 1.035 0.57 0.01 -0.26 -0.73
C 1.208 -0.250 -1.331 -0.16 -0.08 0.08 -0.68
C 0.873 0.166 0.058 -1.06 0.23 -0.30 0.37
N -2.822 -1.022 -0.292 0.42 0.38 -0.12 -1.03
O -1.181 0.958 -0.584 2.25 -0.09 -0.49 -0.90
S -2.219 0.475 0.372 -1.73 -0.50 0.78 0.85
H 0.765 1.903 1.293 0.03 -0.01 0.06 0.23
H 2.405 1.318 0.980 0.01 -0.04 0.02 0.23
H 1.519 2.176 -0.285 -0.02 0.03 -0.01 0.23
H -0.738 -0.578 1.162 -0.15 0.11 0.10 0.22
H 0.796 -0.625 2.027 0.02 0.05 0.14 0.23
H 0.474 -1.814 0.723 -0.06 -0.09 -0.04 0.23
H 0.923 0.529 -2.035 0.01 0.05 -0.03 0.24
H 2.287 -0.404 -1.424 0.10 -0.02 0.03 0.22
H 0.697 -1.171 -1.603 0.02 -0.01 0.00 0.23
H -3.329 -1.514 0.434 0.02 -0.09 0.07 0.37
H -3.452 -0.836 -1.065 -0.11 0.04 0.07 0.37
```
Positions in Å, forces in eV/Å.

***

No. 3
The following is a DFT calculation (ωB97M-V/def2-TZVPD) of a molecular structure, C5H8O in a non-equilibrium geometry.

As for the spin multiplicity: 1. Its highest occupied orbital energy is -7.4 eV. The HOMO-LUMO gap is 7.736 eV. As for the total energy: -270.360165 hartree. The calculation puts the energy relative to the best compared isomer or geometry (same formula, charge and spin) at 124.1 kcal per mole.

XYZ file:
```
14
Properties=species:S:1:pos:R:3:forces:R:3:nbo_charge:R:1
C -1.454 -0.875 -0.666 0.02 -0.76 -0.42 -0.63
C -0.581 0.254 -0.245 -0.28 0.42 0.20 -0.16
C -0.013 0.436 1.073 -0.69 0.33 0.46 -0.41
C 0.966 0.147 -0.111 0.94 0.84 -0.25 -0.50
C 1.491 -1.061 -0.021 -0.77 -1.48 -0.34 0.84
O 1.802 -2.157 0.040 0.61 -0.39 0.22 -0.39
H -1.170 -1.810 -0.172 -0.04 0.10 -0.01 0.21
H -2.493 -0.669 -0.399 0.10 0.08 -0.04 0.23
H -1.391 -1.033 -1.748 -0.18 -0.04 0.08 0.21
H -0.725 1.150 -0.853 -0.02 0.10 0.16 0.21
H -0.180 -0.442 1.700 0.14 -0.13 0.00 0.17
H 0.769 2.363 1.139 1.00 0.70 -0.66 0.05
H 1.657 0.878 -0.513 -0.05 0.58 0.08 0.28
H 1.321 2.820 0.776 -0.78 -0.35 0.52 -0.10
```
Positions in Å, forces in eV/Å.

***

Question: Among the records above, which one has the lowest total energy?
Answer: C4H11NOS